DFT (ωB97M-V/def2-TZVPD) results for the molecule C15H18N2O.

Calculated values
SMILES string = CCOc1cccc(CNCc2ccncc2)c1
HOMO level = -8.57 eV
gap between HOMO and LUMO = 9.366 eV
ΔE to the lowest compared entry with this formula, charge and spin = 40.5 kcal/mol

Positions of all 36 atoms, in Å:
C (-5.898, -1.035, 0.283)
C (-4.643, -1.885, 0.109)
O (-3.499, -1.291, 0.688)
C (-2.887, -0.245, 0.066)
C (-3.198, 0.246, -1.197)
C (-2.472, 1.306, -1.718)
C (-1.444, 1.883, -1.001)
C (-1.123, 1.402, 0.266)
C (0.050, 1.983, 1.017)
N (1.339, 1.519, 0.523)
C (1.557, 0.094, 0.696)
C (2.942, -0.295, 0.261)
C (4.007, 0.591, 0.384)
C (5.265, 0.178, -0.020)
N (5.518, -1.022, -0.516)
C (4.506, -1.865, -0.630)
C (3.207, -1.555, -0.262)
C (-1.843, 0.342, 0.784)
H (-6.756, -1.561, -0.127)
H (-5.794, -0.079, -0.223)
H (-6.071, -0.846, 1.340)
H (-4.469, -2.113, -0.950)
H (-4.757, -2.829, 0.648)
H (-3.994, -0.181, -1.787)
H (-2.722, 1.682, -2.699)
H (-0.890, 2.713, -1.417)
H (0.048, 3.074, 0.928)
H (-0.011, 1.722, 2.077)
H (1.429, 1.755, -0.462)
H (1.456, -0.122, 1.767)
H (0.816, -0.528, 0.164)
H (3.839, 1.577, 0.786)
H (6.120, 0.838, 0.058)
H (4.752, -2.836, -1.041)
H (2.415, -2.280, -0.380)
H (-1.617, -0.055, 1.762)